This record from the OMol25 dataset describes an isolated ion of composition C8H14N and charge +1 in a non-equilibrium geometry. The level of theory is ωB97M-V/def2-TZVPD.

XYZ file:
```
23
Properties=species:S:1:pos:R:3:forces:R:3
C -0.25570 0.55337 -0.25106 0.93 -0.87 2.06
C -0.69394 1.32458 -1.04782 -0.08 0.31 -2.09
C 1.66155 -0.31662 1.19715 1.03 -1.24 -1.78
C 0.23581 -0.29129 0.80916 -1.81 -1.66 0.21
C 2.44573 -1.50982 1.62337 -0.45 -2.08 0.49
C -0.98416 -1.58342 1.30807 1.20 3.81 -1.12
C -1.95339 0.95441 -3.13211 3.41 1.59 -2.81
C -1.17297 1.96847 -2.28973 -2.25 0.37 2.57
N 0.90435 0.47522 2.09346 -1.67 -1.00 -0.59
H 2.28508 0.33580 0.58586 -0.24 -0.01 -0.06
H 2.01183 -2.12416 2.48113 0.34 1.09 -0.92
H 3.46097 -1.19822 1.90102 -0.25 -0.34 -0.18
H 2.44253 -2.24915 0.76522 0.40 0.99 0.83
H -1.95018 -1.03568 0.88216 1.92 -1.49 1.63
H -0.78693 -1.67615 2.41050 -0.95 -0.03 -1.10
H -0.80487 -2.52742 0.77598 0.23 0.53 0.12
H -2.01442 0.04448 -2.65748 -0.55 -2.02 0.88
H -1.26869 0.85572 -4.03614 -0.78 -0.63 0.94
H -2.82171 1.29612 -3.61334 -1.51 0.57 0.16
H -1.85738 2.75884 -1.92348 0.23 -0.10 -0.34
H -0.39107 2.46690 -2.78417 1.08 0.43 -0.70
H 0.44620 0.04005 2.85172 -0.01 -0.03 1.48
H 1.06137 1.43799 2.05054 -0.22 1.81 0.31
```
Positions in Å, forces in eV/Å.

E_tot = -10002.3131 eV
Frontier orbital gap = 10.6 eV
Net charge = +1
SMILES = CCC#C[C@]1(C)[NH2+][C@H]1C
ΔE to the lowest compared entry with this formula, charge and spin = 63.8 kcal/mol
HOMO = -13.622 eV

***

This record from the OMol25 dataset describes an isolated ion of composition C6H8 and charge +1 in a non-equilibrium geometry. The level of theory is ωB97M-V/def2-TZVPD.

XYZ file:
```
14
Properties=species:S:1:pos:R:3:forces:R:3
C 0.02933 1.49906 -0.45322 -0.42 -0.81 -0.36
C -1.23808 1.80841 -0.71101 -0.14 -0.11 -0.31
C 0.86787 0.14639 1.38256 1.01 0.01 0.18
C 0.27723 0.16154 0.12697 0.87 0.39 0.66
C 0.01217 -1.03209 -0.58680 -1.10 0.31 -0.84
C 0.15555 -2.27002 -0.06901 0.91 -0.60 1.35
H 0.91989 2.08207 -0.66138 -0.21 0.36 0.12
H -1.59927 2.70392 -1.19477 0.30 0.25 0.16
H -2.01207 1.09438 -0.44571 -0.01 0.03 -0.04
H 1.04981 -0.73095 1.98597 -0.29 -0.16 -0.05
H 1.35798 1.03583 1.76220 -0.37 0.19 0.01
H -0.38654 -0.86642 -1.58192 0.00 -0.27 -0.06
H -0.06736 -3.25118 -0.45541 -0.35 0.25 -0.85
H 0.63349 -2.38094 0.90154 -0.20 0.15 0.03
```
Positions in Å, forces in eV/Å.

E_tot = -6340.8843 eV
Frontier orbital gap (alpha / beta) = 9.0 / 6.8 eV
Multiplicity = 2
Net charge = +1
ΔE to the lowest compared entry with this formula, charge and spin = 14.1 kcal/mol
HOMO (alpha / beta) = -14.772 / -14.848 eV

***

This record from the OMol25 dataset describes a 3-piece molecular cluster, C5H17NO2 overall in a non-equilibrium geometry. The level of theory is ωB97M-V/def2-TZVPD.

XYZ file:
```
25
Properties=species:S:1:pos:R:3:forces:R:3
C 0.96584 -0.04599 -1.58257 1.14 0.04 -0.32
N -0.04757 0.42569 -0.66366 -0.51 0.26 0.16
C 0.42806 1.32835 0.35786 0.26 0.84 0.40
C 1.38462 0.67713 1.33682 0.17 -0.76 -0.31
C -1.19141 0.99981 -1.35989 -0.01 -0.53 0.44
C 1.02782 -1.56253 -1.68630 -0.75 -0.16 -0.26
H 1.95359 0.36945 -1.34569 -0.08 -0.16 0.41
H 0.83246 0.36164 -2.58614 -0.48 0.04 -0.18
H -0.42356 1.75721 0.90506 -0.10 -0.46 -0.04
H 0.89066 2.24768 -0.05271 0.16 -0.21 -0.25
H 2.32245 0.36734 0.85409 -0.08 0.43 0.11
H 1.58859 1.31762 2.19348 0.06 -0.08 -0.05
H 0.96296 -0.28028 1.66254 -0.12 0.20 0.23
H -0.97936 1.97703 -1.80123 0.10 0.06 -0.33
H -1.99862 1.14015 -0.64346 -0.16 0.02 0.03
H -1.52833 0.27624 -2.10084 -0.08 0.24 -0.21
H 1.44637 -2.07686 -0.81526 -0.08 0.26 -0.07
H -0.00611 -1.90813 -1.84310 0.22 -0.11 0.20
H 1.55333 -1.87649 -2.58471 0.33 0.00 0.01
H -0.45846 -0.39090 3.30588 0.14 -0.12 0.36
H -1.41314 0.67936 2.96195 -0.17 0.27 0.22
O -0.96521 0.31067 3.73213 -0.02 -0.14 -0.54
H -2.43681 -1.42835 0.95216 -0.10 -0.25 0.07
H -1.61515 -2.30394 0.05971 0.04 -0.14 0.02
O -2.29302 -2.36187 0.74388 0.14 0.45 -0.11
```
Positions in Å, forces in eV/Å.

E_tot = -11045.2630 eV
Frontier orbital gap = 9.6 eV
SMILES = CCN(C)CC.O.O
ΔE to the lowest compared entry with this formula, charge and spin = 22.9 kcal/mol
HOMO = -8.954 eV

***

This record from the OMol25 dataset describes a 5-piece molecular cluster, C26H39BrO20S2 overall in a non-equilibrium geometry. The level of theory is ωB97M-V/def2-TZVPD.

XYZ file:
```
88
Properties=species:S:1:pos:R:3:forces:R:3
C 1.77382 2.64879 0.18401 0.41 -1.19 -0.45
O 1.30109 3.50505 -0.85823 0.40 0.17 0.84
C 0.00190 3.78252 -0.65117 -0.54 0.00 -1.58
Br -0.31635 4.76689 1.05060 -0.29 0.06 -0.01
C -0.94498 2.56834 -0.76597 -0.33 0.44 1.16
O -0.40407 1.49468 -1.50946 0.03 0.27 0.00
C -1.46166 0.86060 -2.19638 0.02 -1.18 0.59
C -2.64432 0.52454 -1.28565 -0.09 0.26 -0.62
O -2.22446 -0.13996 -0.09526 0.96 -0.30 -0.69
C -3.24892 -0.44610 0.70462 2.82 -2.65 1.52
C -3.08335 -1.55696 1.71896 0.75 0.73 -0.20
O -4.25192 0.11848 0.67296 -4.81 2.84 -0.69
S -0.91681 -0.61456 -3.12365 0.65 0.30 -0.42
C -0.85383 -2.03229 -1.98010 0.35 -0.44 0.85
C 0.12551 -3.08463 -2.49792 0.05 2.35 3.73
O 0.05364 -3.46771 -3.57329 -0.49 -1.94 -5.78
O 1.08960 -3.59471 -1.67777 0.19 0.87 1.00
C 2.39617 -3.20301 -2.08081 0.68 -0.44 0.03
C 2.76927 -1.75326 -1.82514 -0.15 0.43 -0.92
C 4.17517 -1.48190 -2.38894 -0.27 -0.17 -0.11
O 2.61571 -1.34918 -0.46766 0.70 0.35 -0.16
C 3.30124 -2.15952 0.40441 1.53 1.77 -0.94
O 2.72869 -2.99738 0.95303 -2.15 -2.89 2.03
C 4.79537 -1.94393 0.68135 0.17 -0.53 -0.49
S 5.50610 -3.25839 1.72706 0.10 0.14 0.24
H 1.97522 1.68224 -0.26926 0.06 -0.27 -0.07
H 1.02020 2.46285 0.96032 0.63 0.49 -0.37
H 2.72714 3.01808 0.55684 -0.25 0.29 0.30
H -0.28942 4.48984 -1.41777 0.03 0.33 0.03
H -1.24728 2.22845 0.22876 0.13 -0.13 0.02
H -1.85775 2.94940 -1.23347 0.08 0.11 -0.10
H -1.81793 1.53987 -2.97310 -0.16 -0.24 -0.27
H -3.31572 -0.14020 -1.82686 -0.12 0.07 -0.09
H -3.18678 1.44447 -1.08896 -0.15 -0.11 0.41
H -3.28408 -1.07530 2.67223 0.23 -0.06 0.23
H -3.88302 -2.26863 1.58581 0.00 -0.28 -0.25
H -2.10393 -2.01907 1.70012 0.01 -0.20 0.09
H -0.61248 -1.78637 -0.95125 -0.10 0.26 -0.01
H -1.81567 -2.53230 -2.03282 -0.24 0.09 0.29
H 3.09369 -3.84906 -1.55115 -0.09 -0.20 0.12
H 2.54656 -3.39156 -3.14702 -0.15 -0.03 -0.07
H 2.07345 -1.14113 -2.40016 -0.18 0.26 0.33
H 4.69097 -0.75032 -1.78032 0.06 0.10 0.10
H 4.75536 -2.40445 -2.44332 0.21 0.05 0.06
H 4.11983 -1.06086 -3.38905 -0.10 -0.10 -0.14
H 5.38432 -1.93229 -0.22859 -0.11 0.23 -0.09
H 4.95327 -1.00038 1.18223 -0.02 0.30 0.15
H 5.96689 -4.10530 0.78533 -0.22 0.34 -0.07
C -0.25758 1.71585 5.83707 -0.44 0.02 0.31
C 1.20729 1.84637 6.14594 0.23 0.02 0.37
O 1.82270 1.49481 4.90074 -0.25 0.06 -0.08
C 0.91302 1.72556 3.92139 0.05 -0.01 -0.16
O 1.16483 1.69603 2.75709 0.01 -0.24 0.48
O -0.30577 1.99474 4.43204 0.26 -0.10 0.07
H -0.86552 2.42147 6.39610 -0.06 0.07 -0.19
H -0.63256 0.70524 6.01123 0.05 -0.03 -0.09
H 1.49080 2.86756 6.40125 -0.04 0.02 -0.05
H 1.52706 1.17878 6.94230 0.15 -0.11 -0.16
C 0.13826 7.12747 6.64954 0.13 0.28 0.00
C 0.28330 6.17675 5.48631 0.14 0.09 -0.37
O -0.03193 4.91134 6.07912 -0.06 0.27 0.21
C -0.80034 5.15120 7.17435 0.04 0.17 -0.09
O -1.36263 4.30907 7.78990 -0.11 -0.27 0.16
O -0.83639 6.47226 7.46615 0.08 -0.17 -0.15
H -0.20814 8.11286 6.34863 -0.17 -0.04 0.12
H 1.06191 7.23516 7.22166 -0.01 -0.05 0.00
H -0.43101 6.37791 4.68630 -0.03 -0.03 0.04
H 1.28739 6.16993 5.06921 0.00 -0.21 0.04
C -2.35550 -6.50073 -1.08060 -0.02 -0.22 -0.20
C -1.61554 -5.19968 -1.26742 0.23 -0.08 -0.17
O -2.30464 -4.31821 -0.37065 -0.13 -0.27 0.10
C -2.89428 -5.08309 0.58646 0.09 -0.20 -0.06
O -3.39934 -4.66764 1.57307 -0.12 0.10 0.17
O -2.82435 -6.39982 0.26448 0.06 0.19 -0.07
H -1.71588 -7.37124 -1.20316 -0.03 -0.04 0.19
H -3.21479 -6.59444 -1.74784 -0.01 0.04 0.02
H -0.56814 -5.26341 -0.96344 -0.09 -0.01 0.04
H -1.66531 -4.83256 -2.28964 -0.16 0.08 0.10
C -0.80152 -0.80530 -7.64093 0.18 -0.24 -0.11
C -1.75922 0.02386 -8.46274 -0.02 -0.02 -0.32
O -2.62224 0.57705 -7.46711 0.17 -0.09 0.11
C -1.94469 0.58432 -6.29029 0.08 -0.11 -0.14
O -2.31744 1.12915 -5.30658 -0.11 0.25 0.17
O -0.78750 -0.11285 -6.39183 -0.17 0.13 -0.17
H 0.19626 -0.84885 -8.07075 0.06 0.10 0.18
H -1.16130 -1.82276 -7.47568 -0.04 0.03 0.02
H -1.26106 0.83960 -8.99068 0.01 0.01 0.05
H -2.32367 -0.56812 -9.17920 -0.17 0.06 0.11
```
Positions in Å, forces in eV/Å.

E_tot = -160255.2009 eV
Frontier orbital gap = 9.2 eV
SMILES = CO[C@H](Br)CO[C@H](COC(C)=O)SCC(=O)OC[C@H](C)OC(=O)CS.O=C1OCCO1.O=C1OCCO1.O=C1OCCO1.O=C1OCCO1
HOMO = -8.782 eV

***

This record from the OMol25 dataset describes C23H37As2CoN2O12 as an isolated structure. The level of theory is ωB97M-V/def2-TZVPD.

XYZ file:
```
77
Properties=species:S:1:pos:R:3:forces:R:3
Co 0.56013 -1.01018 -1.24281 0.05 0.23 -0.28
C 1.37197 -1.50173 3.53122 0.01 0.02 0.01
N 2.44149 -1.31445 2.54800 -0.02 0.03 0.02
C 3.80707 -1.35540 3.06230 0.01 0.01 0.00
C 2.16490 -1.20725 1.26014 -0.04 0.06 0.08
O 1.00304 -1.22049 0.81073 0.03 -0.12 0.07
C 3.31715 -1.05373 0.28255 -0.02 0.02 -0.07
O 2.70976 -1.06567 -0.99785 0.02 -0.02 0.03
C 3.54977 -1.22083 -2.11958 0.00 0.01 -0.01
C 2.60816 -1.44701 -3.29526 0.05 0.02 0.05
O 1.37304 -1.40286 -3.09089 -0.01 -0.07 0.10
N 3.12937 -1.67502 -4.48341 -0.03 -0.01 -0.01
C 2.26914 -1.93072 -5.64002 0.02 -0.01 0.00
C 4.57044 -1.78531 -4.70769 -0.01 0.00 -0.01
H 1.52612 -2.44361 4.05740 0.00 -0.01 -0.01
H 0.41046 -1.50867 3.03266 -0.01 -0.01 -0.03
H 1.38474 -0.68274 4.24893 0.02 0.01 0.00
H 4.17781 -2.38013 3.11673 -0.01 -0.01 0.00
H 3.80719 -0.94038 4.06790 -0.01 0.01 0.00
H 4.48223 -0.75564 2.45575 -0.01 -0.01 0.00
H 4.02799 -1.87908 0.37389 0.00 -0.01 0.00
H 3.82450 -0.10216 0.45576 0.02 0.02 -0.01
H 4.21920 -2.07553 -1.98567 -0.01 -0.02 -0.02
H 4.15439 -0.32295 -2.27872 0.00 0.01 0.01
H 1.22995 -1.88497 -5.33664 0.00 0.00 0.00
H 2.49184 -2.91736 -6.04487 0.01 -0.01 0.01
H 2.46414 -1.18134 -6.40583 0.00 0.01 0.00
H 5.12846 -1.12578 -4.04865 0.00 0.00 0.01
H 4.78223 -1.48429 -5.73038 -0.01 0.01 0.00
H 4.90921 -2.81300 -4.57098 -0.01 0.00 0.00
C -1.70188 -3.11303 -1.35082 -0.17 0.03 -0.02
O -0.91597 -2.26117 -0.62887 0.03 -0.10 0.05
H -1.35192 -3.30742 -2.36530 0.02 0.02 0.01
H -2.69622 -2.61412 -1.38050 0.02 -0.01 -0.01
H -1.89794 -4.02296 -0.77107 0.05 -0.02 0.01
C -3.24647 -0.20105 -4.22615 0.01 0.03 -0.02
O -3.10316 0.49388 -2.96324 -0.02 -0.02 0.00
C -2.04684 0.23064 -2.24550 0.12 0.07 0.00
O -1.11461 -0.47065 -2.63797 -0.08 -0.04 0.06
C -1.98794 0.92523 -0.92842 -0.06 0.02 -0.09
C -3.02434 0.95864 -0.09411 -0.02 -0.06 -0.02
As -3.11813 1.99197 1.55969 -0.06 0.06 -0.02
C -3.83555 0.59900 2.73557 0.00 0.00 0.01
C -1.24196 1.84027 2.10924 0.02 0.02 0.07
C -0.16459 1.76931 1.32949 -0.05 0.06 0.06
As -0.13891 1.37250 -0.55656 0.02 -0.10 0.00
C 0.12816 3.08106 -1.43155 0.01 0.01 -0.01
C 1.23619 1.94782 1.79962 0.09 0.22 0.03
O 2.17867 1.77412 1.04940 -0.02 -0.16 -0.02
O 1.35358 2.38926 3.03879 -0.05 -0.09 -0.04
C 2.69149 2.65331 3.50222 0.03 0.00 0.01
C -1.15596 1.87947 3.61273 -0.02 -0.14 -0.01
O -0.86980 0.90353 4.25471 0.06 0.03 0.01
O -1.57865 3.04067 4.08612 -0.06 0.04 0.00
C -1.67118 3.16950 5.52522 0.04 0.01 -0.01
C -4.27219 0.18826 -0.42702 -0.01 -0.04 -0.03
O -4.25503 -0.96247 -0.79188 0.01 0.02 0.01
O -5.35849 0.90776 -0.20638 0.01 0.01 0.06
C -6.62504 0.24546 -0.43560 -0.01 0.00 -0.02
H -4.29693 -0.12268 -4.48078 0.00 0.02 0.01
H -2.94665 -1.23919 -4.11865 -0.02 -0.01 0.01
H -2.63389 0.29207 -4.97678 0.02 -0.01 0.01
H -4.86138 0.40167 2.43107 0.00 -0.01 0.00
H -3.85680 0.99042 3.75108 0.01 0.00 0.00
H -3.24318 -0.31219 2.70728 0.00 0.00 -0.01
H -0.61500 3.80780 -1.11274 -0.03 -0.03 0.03
H 0.06288 2.92981 -2.50758 0.01 0.02 -0.01
H 1.12598 3.43220 -1.17633 0.01 0.00 -0.01
H 2.59197 2.90931 4.55103 -0.01 0.01 0.00
H 3.12234 3.48031 2.94273 -0.01 0.00 -0.01
H 3.31206 1.76838 3.37901 0.00 -0.02 0.00
H -2.45403 3.89701 5.70879 0.01 0.01 -0.01
H -0.72098 3.53585 5.90626 0.01 -0.02 0.00
H -1.90900 2.21019 5.97498 -0.02 -0.01 0.00
H -7.37887 0.92097 -0.04850 0.00 0.01 0.00
H -6.64523 -0.70858 0.08460 0.00 0.00 0.02
H -6.76446 0.08618 -1.50202 0.01 -0.01 0.00
```
Positions in Å, forces in eV/Å.

E_tot = -211290.8197 eV
Frontier orbital gap (alpha / beta) = 8.3 / 6.2 eV
Multiplicity = 5
Net charge = +2
ΔE to the lowest compared entry with this formula, charge and spin = 0.0 kcal/mol
HOMO (alpha / beta) = -13.502 / -13.653 eV